{"formula": "C16H32FN2O3S", "method": "ωB97M-V/def2-TZVPD", "e_above_lowest_kcal_mol": 5.8, "e_tot_ha": -1461.75176, "charge": 1, "gap_ev": 5.891, "elements": ["H", "H", "C", "H", "C", "H", "C", "H", "H", "S", "H", "H", "H", "C", "H", "C", "C", "C", "H", "H", "C", "F", "H", "H", "H", "C", "H", "H", "H", "H", "N", "H", "H", "C", "N", "C", "H", "H", "O", "O", "H", "C", "O", "C", "C", "H", "H", "H", "H", "H", "C", "H", "H", "C", "H"], "coordinates": [[-0.487314, 0.854601, 2.414534], [2.520448, 2.297573, 2.432609], [-0.746241, 1.649021, 1.729814], [-1.492172, -1.961610, -1.224580], [-2.390903, -3.735258, -0.463194], [-3.006439, -0.250222, -3.039463], [3.410440, 4.176625, 2.039347], [0.182236, -4.542454, -0.212148], [-3.439334, -3.951029, -0.277201], [-2.931272, 2.565572, 0.640491], [-3.224049, -0.298635, -0.034215], [2.831664, -1.517991, 0.495126], [5.958466, 3.986151, 4.110774], [4.527990, 4.758141, 2.570882], [4.335764, 1.822325, 4.087752], [-0.608809, -5.270393, -0.050508], [1.294505, 0.228819, -1.066471], [-3.544180, -0.487218, -2.130497], [-0.606926, 2.563465, 2.285143], [-0.868775, -5.258209, 1.005799], [-2.940948, 0.246962, -0.925363], [-1.874777, 3.592231, 0.221239], [-2.997738, 2.256481, -1.740634], [1.928776, -0.411925, -3.256601], [-4.268516, -2.200303, -1.073316], [5.075222, 3.844450, 3.511772], [3.676511, -2.211575, -0.871501], [-1.867678, 0.167603, -1.001923], [-0.003534, -0.459795, 0.354701], [-4.570428, -0.147907, -2.264196], [0.711786, 0.258214, 0.275565], [-0.293963, -6.259765, -0.343571], [1.217595, -1.891955, -1.295158], [-3.373373, 1.695323, -0.891455], [3.259175, 2.946053, 2.626778], [-2.240397, -2.666465, -1.571981], [-4.455795, 1.756197, -0.885246], [-1.953450, -3.370449, 0.465916], [-2.195127, 1.455346, 1.473496], [2.424912, -1.056875, -2.733742], [0.522302, 0.442820, -1.823249], [1.949752, -1.091721, -1.395751], [-1.747730, -4.939031, -0.835239], [-3.586255, -1.997294, -1.887946], [3.150212, -1.336310, -0.523450], [0.992756, 2.234730, 0.721261], [-1.818022, -3.154019, -2.436983], [2.024516, 1.028463, -1.145500], [3.797721, -0.469140, -0.553679], [-3.966990, -2.439565, -2.797271], [4.273515, 2.736526, 3.523216], [2.713110, 4.529749, 1.298008], [-0.346657, 1.979225, -0.366580], [0.155101, 1.574182, 0.520116], [4.913316, 5.730266, 2.314276]], "forces_ev_per_angstrom": [[-0.232, -0.362, 0.146], [0.095, -0.086, 0.013], [0.777, -0.389, 0.403], [0.168, 0.373, -0.074], [0.585, -0.221, -0.493], [0.204, 0.110, -0.234], [-0.075, -0.032, 0.004], [0.356, 0.047, -0.083], [-0.205, -0.100, -0.025], [-1.872, -1.060, 0.607], [-0.217, 0.099, 0.355], [0.026, 0.024, 0.312], [0.007, 0.002, -0.003], [-0.003, 0.022, -0.022], [0.017, 0.004, 0.009], [-0.622, 0.451, -0.123], [-0.455, -0.095, 0.161], [-0.305, -0.063, 0.508], [-0.272, 0.448, -0.011], [0.014, -0.160, 0.240], [0.199, -0.474, -0.496], [0.860, 0.521, -0.470], [0.138, 0.320, -0.076], [0.053, -0.270, 0.096], [-0.369, -0.009, 0.133], [0.004, -0.017, 0.009], [0.265, -0.197, -0.133], [0.471, 0.161, 0.125], [0.016, -0.002, -0.034], [-0.152, 0.054, -0.152], [-0.228, 0.021, -0.130], [0.156, -0.182, -0.072], [-0.205, -0.269, 0.074], [0.281, -0.137, 0.304], [-0.034, 0.014, -0.029], [-0.321, -0.185, 0.738], [-0.315, 0.219, 0.021], [-0.066, 0.110, 0.240], [0.504, 0.743, -0.521], [-0.136, 0.191, -0.296], [-0.111, 0.023, -0.130], [0.429, 0.390, -0.310], [-0.018, -0.134, 0.119], [0.763, 0.377, -0.397], [-0.360, -0.234, 0.233], [0.145, 0.338, -0.056], [0.035, -0.144, -0.325], [0.275, 0.130, 0.061], [0.260, 0.106, -0.001], [-0.416, -0.305, -0.080], [-0.025, -0.007, 0.020], [0.020, 0.031, -0.007], [-0.034, 0.058, -0.111], [-0.084, -0.253, -0.037], [0.008, 0.000, -0.002]], "lowdin_charge": [0.14, 0.11, -0.13, 0.08, -0.22, 0.12, -0.15, 0.08, 0.12, 1.22, 0.12, 0.08, 0.10, -0.10, 0.11, -0.09, -0.20, -0.18, 0.12, 0.09, -0.24, -0.20, 0.12, 0.09, 0.11, -0.10, 0.09, 0.08, 0.11, 0.12, -0.03, 0.09, 0.13, -0.26, -0.01, -0.15, 0.10, 0.11, -0.33, -0.02, 0.12, -0.45, -0.19, -0.18, -0.03, 0.12, 0.12, 0.14, 0.09, 0.12, -0.14, 0.10, 0.11, -0.23, 0.10]}